{"formula": "C20H33N3O5S", "method": "ωB97M-V/def2-TZVPD", "species": ["C", "O", "C", "C", "N", "C", "O", "C", "C", "C", "C", "C", "C", "H", "H", "O", "C", "C", "C", "N", "S", "O", "O", "N", "C", "H", "H", "H", "C", "H", "H", "H", "C", "C", "H", "H", "H", "H", "H", "H", "H", "H", "H", "H", "H", "C", "C", "H", "H", "H", "C", "H", "H", "H", "H", "H", "H", "H", "H", "H", "H", "H"], "coordinates": [[1.71, -3.29, 5.48], [0.34, -2.86, 5.87], [-0.68, -3.85, 5.68], [-1.10, -4.03, 4.17], [-1.37, -2.81, 3.27], [-0.13, -2.56, 2.38], [0.89, -3.23, 2.32], [-0.29, -1.53, 1.40], [0.53, -0.40, 1.64], [0.55, 0.73, 0.93], [-0.05, 0.60, -0.37], [-0.98, -0.48, -0.70], [-1.18, -1.42, 0.35], [-1.51, -2.42, 0.09], [-1.68, -0.45, -1.49], [-0.20, 1.83, -1.17], [0.47, 2.99, -0.95], [-0.05, 4.03, -1.94], [0.01, 3.36, -3.40], [1.53, 3.32, -3.75], [1.65, 3.18, -5.47], [3.32, 3.06, -5.60], [1.21, 4.27, -6.01], [1.07, 1.86, -5.85], [-0.37, 1.75, -6.84], [-0.71, 2.89, -6.39], [-1.12, 1.33, -6.37], [0.02, 1.79, -7.78], [1.80, 0.78, -6.23], [1.95, 0.69, -7.23], [2.68, 0.64, -5.75], [1.10, -0.28, -6.01], [2.02, 2.18, -2.96], [1.88, 2.68, -1.49], [2.54, 3.55, -1.35], [2.53, 1.61, -0.94], [2.88, 2.00, -3.39], [1.66, 1.38, -3.03], [-0.29, 4.30, -4.11], [-0.41, 2.62, -3.69], [-1.07, 4.16, -1.54], [0.71, 4.99, -1.85], [0.53, 3.32, -0.07], [1.17, 1.70, 1.14], [1.21, -0.39, 2.48], [-2.30, -1.93, 3.55], [-1.86, -0.69, 4.46], [-1.07, -0.13, 4.08], [-2.69, -0.20, 4.42], [-1.40, -1.08, 5.20], [-3.54, -2.61, 3.83], [-3.49, -2.95, 4.86], [-4.40, -1.99, 3.88], [-3.77, -3.31, 3.33], [-2.36, -1.42, 2.58], [-1.77, -4.58, 4.22], [-0.35, -4.62, 3.67], [-0.39, -4.58, 6.05], [-1.46, -3.30, 6.10], [2.57, -2.48, 5.94], [1.61, -3.52, 4.37], [1.92, -4.20, 6.04]], "lowdin_charge": [-0.06, -0.23, -0.11, -0.02, 0.03, -0.30, 0.09, -0.18, -0.04, -0.01, -0.11, 0.04, -0.03, 0.13, 0.10, -0.07, -0.42, -0.06, -0.10, -0.16, 0.57, -0.39, -0.20, -0.32, 0.14, 0.14, 0.01, 0.05, -0.18, 0.05, 0.05, 0.17, -0.19, -0.07, 0.11, 0.21, 0.06, 0.01, 0.15, -0.01, 0.12, 0.19, 0.06, 0.16, 0.12, -0.45, 0.06, 0.07, 0.03, 0.00, 0.00, 0.11, 0.10, -0.01, 0.13, -0.01, 0.12, 0.00, 0.11, 0.15, 0.07, 0.06], "charge": 0, "e_tot_ha": -1719.760591, "homo_lumo_gap_ha": 0.327, "largest_force_ev_per_a": 19.84, "spin_multiplicity": 1, "molar_mass_da": 427.57}

=====

{"formula": "C20H33N4S", "method": "ωB97M-V/def2-TZVPD", "species": ["C", "C", "C", "C", "C", "C", "C", "C", "N", "S", "H", "H", "H", "H", "H", "H", "H", "H", "H", "H", "H", "H", "C", "C", "C", "C", "N", "H", "H", "H", "H", "H", "H", "H", "C", "C", "C", "C", "N", "H", "H", "H", "H", "H", "H", "H", "C", "C", "C", "C", "N", "H", "H", "H", "H", "H", "H", "H"], "coordinates": [[1.34, 1.97, -2.77], [-0.07, 1.21, -2.80], [-0.73, 1.03, -4.21], [-2.08, 0.26, -4.35], [-2.75, -0.30, -3.05], [-2.09, -0.09, -1.66], [-0.72, 0.67, -1.51], [-0.12, 0.78, -0.04], [0.11, 2.18, 0.45], [-1.35, 3.15, 0.61], [2.12, 1.20, -2.42], [1.24, 2.88, -2.08], [1.64, 2.38, -3.80], [-0.23, 1.45, -5.16], [-2.56, 0.08, -5.37], [-3.73, -0.88, -3.14], [-2.63, -0.53, -0.75], [0.86, 0.17, 0.03], [-0.86, 0.28, 0.69], [0.51, 2.09, 1.42], [0.84, 2.70, -0.09], [-1.36, 3.55, 1.96], [-0.58, 8.08, -2.93], [-1.45, 7.12, -2.13], [-0.85, 5.72, -2.02], [-0.69, 5.12, -3.38], [-0.56, 4.65, -4.46], [-0.46, 7.75, -3.96], [-1.03, 9.08, -2.96], [0.42, 8.17, -2.48], [-2.44, 7.07, -2.59], [-1.60, 7.53, -1.12], [-1.51, 5.08, -1.42], [0.12, 5.76, -1.52], [0.85, -2.46, 2.72], [0.54, -2.29, 4.21], [-0.55, -1.24, 4.47], [-0.10, 0.10, 3.96], [0.26, 1.15, 3.56], [1.25, -1.54, 2.29], [1.61, -3.24, 2.58], [-0.04, -2.75, 2.16], [1.45, -2.02, 4.74], [0.21, -3.25, 4.61], [-0.75, -1.17, 5.54], [-1.48, -1.52, 3.97], [2.61, -7.04, 1.01], [1.84, -8.04, 1.86], [0.62, -7.42, 2.55], [1.06, -6.31, 3.47], [1.41, -5.44, 4.18], [3.02, -6.23, 1.61], [3.45, -7.53, 0.51], [1.97, -6.60, 0.24], [2.51, -8.46, 2.61], [1.50, -8.87, 1.23], [0.09, -8.18, 3.14], [-0.08, -7.02, 1.81]], "lowdin_charge": [-0.09, -0.17, -0.01, -0.03, -0.06, -0.02, -0.16, -0.20, -0.33, 0.86, 0.10, 0.05, 0.10, 0.11, 0.10, 0.10, 0.10, 0.15, 0.13, 0.10, 0.12, -0.06, -0.11, -0.27, -0.21, -0.20, 0.15, 0.07, 0.08, 0.08, 0.12, 0.11, 0.05, 0.11, -0.12, -0.27, -0.17, -0.17, 0.13, 0.05, 0.06, 0.08, 0.12, 0.08, 0.12, 0.12, -0.11, -0.27, -0.18, -0.18, 0.15, 0.07, 0.08, 0.08, 0.12, 0.11, 0.12, 0.12], "charge": 1, "e_tot_ha": -1398.653801, "homo_lumo_gap_ha": 0.299, "largest_force_ev_per_a": 4.24, "spin_multiplicity": 1, "molar_mass_da": 361.58}

=====

{"formula": "C20H33NO6", "method": "ωB97M-V/def2-TZVPD", "species": ["C", "H", "O", "C", "C", "C", "C", "C", "C", "H", "H", "C", "N", "C", "H", "H", "C", "O", "C", "C", "O", "C", "C", "O", "C", "C", "O", "C", "C", "O", "C", "C", "H", "H", "H", "H", "H", "H", "H", "H", "H", "H", "H", "H", "H", "H", "H", "H", "H", "H", "H", "H", "H", "H", "H", "H", "H", "H", "H", "H"], "coordinates": [[4.78, -1.66, -4.65], [3.79, -1.82, -5.08], [4.73, -0.79, -3.54], [3.99, -1.18, -2.46], [3.28, -2.36, -2.35], [2.56, -2.64, -1.20], [2.54, -1.75, -0.13], [3.28, -0.58, -0.24], [4.00, -0.29, -1.38], [4.57, 0.62, -1.46], [3.30, 0.12, 0.59], [1.69, -2.02, 1.09], [0.27, -1.69, 0.95], [0.00, -0.29, 0.67], [-0.97, -0.04, 1.10], [0.76, 0.29, 1.20], [-0.03, 0.15, -0.81], [-0.30, 1.53, -0.92], [0.84, 2.36, -0.83], [0.37, 3.82, -0.67], [0.24, 4.23, 0.67], [-0.74, 3.55, 1.43], [-2.17, 4.08, 1.19], [-3.14, 3.18, 1.68], [-3.49, 2.14, 0.79], [-4.08, 0.98, 1.58], [-3.08, 0.01, 1.80], [-3.49, -1.06, 2.62], [-2.40, -2.14, 2.68], [-2.46, -3.05, 1.60], [-2.00, -2.55, 0.36], [-0.48, -2.65, 0.17], [-0.18, -3.65, 0.51], [-0.27, -2.58, -0.91], [-2.47, -3.21, -0.39], [-2.35, -1.53, 0.20], [-2.56, -2.75, 3.57], [-1.41, -1.66, 2.73], [-4.41, -1.51, 2.22], [-3.70, -0.69, 3.63], [-4.46, 1.36, 2.54], [-4.92, 0.52, 1.03], [-4.24, 2.52, 0.07], [-2.62, 1.78, 0.23], [-2.33, 4.26, 0.12], [-2.32, 5.02, 1.73], [-0.47, 3.71, 2.47], [-0.73, 2.48, 1.22], [1.12, 4.49, -1.09], [-0.57, 3.93, -1.23], [1.47, 2.10, 0.03], [1.45, 2.26, -1.74], [-0.85, -0.35, -1.33], [0.91, -0.10, -1.32], [2.07, -1.43, 1.93], [1.75, -3.07, 1.36], [2.02, -3.57, -1.13], [3.27, -3.08, -3.16], [5.42, -1.15, -5.38], [5.23, -2.62, -4.39]], "lowdin_charge": [-0.09, 0.10, -0.09, -0.28, -0.01, -0.04, -0.23, -0.05, 0.00, 0.12, 0.11, -0.14, -0.16, -0.15, 0.10, 0.12, -0.17, -0.16, -0.18, -0.18, -0.13, -0.17, -0.18, -0.13, -0.17, -0.18, -0.18, -0.18, -0.18, -0.13, -0.18, -0.17, 0.13, 0.11, 0.13, 0.11, 0.13, 0.12, 0.13, 0.13, 0.13, 0.13, 0.13, 0.12, 0.12, 0.13, 0.13, 0.10, 0.13, 0.12, 0.12, 0.13, 0.12, 0.11, 0.12, 0.12, 0.11, 0.10, 0.09, 0.10], "charge": 0, "e_tot_ha": -1287.977394, "smiles": "COc1ccc(CN2CCOCCOCCOCCOCCOCC2)cc1", "homo_lumo_gap_ha": 0.324, "largest_force_ev_per_a": 0.60, "spin_multiplicity": 1, "molar_mass_da": 383.49}

=====

Question: Which formula does entry 2 have?
Answer: C20H33N4S